Entry from OMol25: a gas-phase ion, C10H13ClN3 (charge +1) in a non-equilibrium geometry (ωB97M-V/def2-TZVPD).

CARTESIAN COORDINATES (ANGSTROEM)
1 C -3.64956 -2.11419 0.07866
2 C -2.33484 -1.82995 0.27227
3 C -4.65027 -1.14637 -0.08852
4 C -2.95931 0.52903 0.21512
5 C -1.95416 -0.44354 0.42774
6 C -4.25898 0.17026 -0.00035
7 C 0.54634 0.02725 1.05334
8 C -0.63658 -0.01715 0.55096
9 C 1.71462 0.73721 0.25852
10 C 2.25983 -0.37018 -0.70449
11 N 1.04236 1.70512 -0.62131
12 N 2.70257 1.45444 1.00505
13 N -0.21936 1.18337 -0.98671
14 Cl -5.40579 1.48841 -0.11492
15 H -3.84832 -3.14171 -0.01368
16 H -1.69181 -2.56692 0.43007
17 H -5.69179 -1.27552 -0.44840
18 H -2.60367 1.48498 0.30434
19 H 0.98958 -0.59447 1.77984
20 H 2.43246 -1.27532 -0.14041
21 H 3.12126 -0.20993 -1.34186
22 H 1.41750 -0.67639 -1.30100
23 H 0.74590 2.45093 -0.08228
24 H 3.06023 0.88981 1.74111
25 H 2.21377 2.29740 1.42301
26 H -0.22700 0.62377 -1.81370
27 H -0.88377 1.84674 -1.40323

Force components x, y, z for each atom (eV/Å):
-1.0229 0.2846 -0.5384
-1.4849 5.1356 0.5901
-0.2096 0.1833 -0.7685
1.2932 -2.6359 0.7901
-2.7680 -1.6931 -1.2409
-0.5986 1.1178 0.1280
1.1273 0.2831 -1.1337
1.4012 1.5164 -1.1153
-0.2693 -0.5736 -1.9559
-0.4943 -0.4360 1.1786
-0.3623 -1.1152 -1.4469
-1.7883 1.5418 -0.1372
-0.8590 -0.9022 0.6626
0.1209 -0.5180 -0.1494
-0.7495 -1.1390 -0.1208
2.8822 -3.0131 0.4418
0.8155 -0.6465 0.7092
0.0930 2.5543 0.0725
-0.2945 -0.5684 1.3093
0.4330 -0.2702 0.3935
0.0748 0.7655 0.2201
-0.2702 0.0090 -0.5964
-0.0559 2.3514 1.4407
0.5233 -0.3569 0.6697
1.1366 -1.2940 -0.2737
1.1391 -1.5054 -0.4742
0.1873 0.9248 1.3454

The value obtained for the gap between HOMO and LUMO is 8.4 eV. Its spin multiplicity is 1. The calculation puts the relative energy (zero: lowest compared OMol25 entry of this formula, charge and spin) at 331.3 kJ/mol. For the HOMO energy, the calculation gives -12.85 eV. The charge is +1.

=====

Entry from OMol25: 3 unconnected molecules or ions with the total composition C29H40F17NO4 in a non-equilibrium geometry (ωB97M-V/def2-TZVPD).

CARTESIAN COORDINATES (ANGSTROEM)
1 C 4.31974 -0.61391 2.37249
2 C 5.63244 -0.12326 1.82010
3 C 6.82703 -0.35015 2.71263
4 C 5.74914 0.43569 0.61991
5 C 5.26244 -0.19310 -0.66902
6 C 4.12570 0.55677 -1.40695
7 C 2.75735 0.56178 -0.69146
8 C 2.36833 1.95248 -0.14622
9 C 1.65183 -0.00570 -1.60995
10 C 0.34209 -0.31802 -0.87025
11 C 0.48894 -1.38473 0.21478
12 N 0.84848 -0.90016 1.59757
13 C -0.15528 -1.28937 2.54692
14 O -0.00119 -1.35876 3.69206
15 C -1.40527 -1.53462 1.69405
16 C -2.17400 -0.25056 1.28506
17 C -1.99918 0.92903 2.24879
18 C -0.76672 1.78457 2.03296
19 F -0.96980 2.98948 2.71077
20 C -0.73401 -2.27723 0.51412
21 C -0.46499 -3.76758 0.69758
22 C 0.96035 -4.05060 1.14644
23 O 1.25817 -4.15077 2.27246
24 H 4.11386 -1.58609 1.89802
25 H 3.51110 0.06106 2.14476
26 H 4.38788 -0.82306 3.43550
27 H 6.80762 0.23236 3.63664
28 H 6.76519 -1.40147 2.99628
29 H 7.75116 -0.21985 2.16613
30 H 6.26857 1.38614 0.53102
31 H 6.12115 -0.16778 -1.33652
32 H 4.92906 -1.21568 -0.51010
33 H 4.47303 1.57368 -1.59763
34 H 3.98053 0.09608 -2.38846
35 H 2.84333 -0.12948 0.14453
36 H 2.21132 1.89357 0.92615
37 H 3.14437 2.67981 -0.35914
38 H 1.47412 2.31253 -0.65300
39 H 2.03147 -0.89156 -2.11680
40 H 1.43333 0.79674 -2.31566
41 H -0.42668 -0.58590 -1.59096
42 H 0.03831 0.60623 -0.38176
43 H 1.40346 -1.90622 -0.08122
44 H 1.59365 -1.54590 1.85778
45 H -2.10696 -2.24018 2.12991
46 H -1.99601 0.00075 0.24339
47 H -3.22017 -0.53944 1.34207
48 H -1.99267 0.61899 3.29126
49 H -2.85695 1.58984 2.12812
50 H 0.12722 1.35335 2.46486
51 H -0.58320 2.04418 0.99298
52 H -1.46070 -2.17007 -0.29682
53 H -1.10293 -4.21737 1.45469
54 H -0.60524 -4.32738 -0.22595
55 H 1.77003 -4.12719 0.39185
56 F 3.17751 5.16636 -3.84046
57 C 2.26778 5.37050 -2.86159
58 F 2.76919 4.83939 -1.72035
59 C 0.93664 4.69834 -3.18900
60 F 1.08750 3.35540 -3.25481
61 F 0.09709 4.94440 -2.14397
62 C 0.22876 5.19421 -4.45662
63 O 0.41408 4.41295 -5.61981
64 C 1.53711 4.64269 -6.38448
65 F 2.19584 5.73909 -5.95834
66 F 1.11168 4.90063 -7.64094
67 C 2.44518 3.41506 -6.42800
68 F 2.85106 3.08122 -5.18451
69 F 3.54692 3.68912 -7.16409
70 H 2.14084 6.44667 -2.71208
71 H -0.83806 5.12224 -4.25031
72 H 0.41470 6.25226 -4.64252
73 H 1.92047 2.56375 -6.86731
74 F -5.99393 -4.95406 1.83095
75 C -6.51575 -5.16550 3.06092
76 F -7.11049 -6.38299 3.04964
77 C -7.54929 -4.09832 3.41224
78 F -8.60034 -4.15975 2.56543
79 F -8.02894 -4.39916 4.65190
80 C -7.02726 -2.65669 3.47382
81 O -7.24066 -1.86644 2.32008
82 C -6.32808 -1.95418 1.29499
83 F -5.25338 -2.67954 1.67378
84 F -5.88638 -0.69861 1.05455
85 C -6.96171 -2.49611 0.01595
86 F -7.46681 -3.72920 0.22345
87 F -6.01964 -2.59074 -0.95286
88 H -5.70688 -5.18531 3.79717
89 H -7.60738 -2.16148 4.25079
90 H -5.99249 -2.60947 3.81399
91 H -7.76474 -1.83870 -0.32437

Force components x, y, z for each atom (eV/Å):
0.5827 -1.7602 -0.9524
-0.0145 0.0651 1.3616
-0.5241 0.9273 0.3998
-0.1686 0.1016 -1.1337
-1.8090 1.4663 0.0190
0.0608 -0.1786 -0.2347
0.1390 -0.1517 -0.1227
0.1605 -0.5315 -0.2127
-0.0050 0.5394 0.6972
0.3267 0.5898 0.4622
0.5550 -0.2021 0.6176
0.5368 -1.2152 0.0279
-1.4040 1.1127 -4.5245
0.5925 -0.2763 3.8019
0.5274 -1.0684 -0.0943
-0.0576 -0.5557 0.7864
0.0589 0.3101 -0.4918
-0.0711 0.2173 0.3211
-0.0579 0.2274 0.0830
-1.3691 1.0885 -1.4423
0.8121 -0.4814 0.1567
-0.7077 0.3962 -2.5235
0.8489 -0.3463 3.3035
-0.4392 -0.0613 0.1275
-0.1820 0.1795 0.1194
-0.0104 0.1691 0.1533
0.1862 -0.0102 0.1082
0.0485 -0.1086 0.0721
0.2047 0.2336 0.0516
1.3755 -0.6077 -0.3218
0.1824 -0.3376 -0.0046
0.2213 -0.2296 0.1201
-0.1100 0.1030 -0.0432
0.1828 0.0041 -0.0999
0.0569 -0.0121 0.1789
-0.2044 0.2585 0.1333
0.1324 0.0831 0.1508
-0.1839 0.1174 0.1887
-0.0717 -0.0903 -0.2274
0.0230 -0.2553 -0.4946
-0.1355 -0.1427 -0.0235
-0.2532 0.0867 -0.1153
-0.3445 -0.6284 -0.1759
0.7091 0.9094 0.3520
0.0552 0.1234 0.6081
0.1978 0.2654 -0.0013
-0.1773 0.0584 -0.1649
-0.1298 -0.2824 0.0706
-0.0574 0.1001 -0.0309
0.1965 -0.1719 -0.0982
-0.0747 -0.0717 -0.1611
0.1558 -0.2299 -0.2561
-0.2022 0.1052 0.0924
-0.1747 0.1924 -0.2281
-0.2486 -0.0310 -0.4019
-0.0729 0.0641 0.5238
0.4624 0.1123 0.3564
-0.1237 0.0086 -0.0660
-0.1975 -0.4752 -0.3176
0.0739 0.0944 0.1039
0.1208 0.2715 0.0324
-0.7811 0.3173 0.0069
0.6721 -0.1282 0.1249
-0.5973 0.5649 0.0731
0.0248 -0.1289 -0.5213
0.1788 -0.1453 -0.0589
0.3389 -0.4312 -0.0371
-0.0752 -0.0692 -0.2728
-0.1279 0.0972 -0.0257
-0.0864 -0.0272 -0.0453
0.0183 -0.1639 0.0804
0.2447 -0.0560 0.0798
-0.0676 0.0859 -0.0309
-0.1105 -0.3958 0.3642
0.1268 -0.5590 -0.0241
-0.0294 0.1466 0.0433
-0.4300 0.3651 -0.3010
0.0989 -0.1219 0.0485
0.2938 -0.0885 0.0898
-0.0619 0.4688 0.7150
0.1057 -0.5199 -0.4763
0.1945 0.3173 0.8900
0.1319 0.4008 -0.4401
-0.0053 -0.0391 -0.2765
-0.2213 -0.2041 -0.4660
0.0105 0.2691 -0.1367
0.0469 0.1067 0.1214
-0.0238 0.0760 -0.0062
-0.1585 -0.0726 -0.0620
0.0263 -0.2048 -0.1443
0.0588 0.0710 0.0716

The value obtained for the gap between HOMO and LUMO is 7.9 eV. Its spin multiplicity is 1. For the HOMO energy, the calculation gives -7.54 eV. As for the SMILES: CC(C)=CCC[C@@H](C)CC[C@H]1NC(=O)[C@@H](CCCF)[C@@H]1CC=O.FC(F)C(F)(F)COC(F)(F)C(F)F.FC(F)C(F)(F)COC(F)(F)C(F)F.

=====

Entry from OMol25: a molecular structure, C4H12N2 in a non-equilibrium geometry (ωB97M-V/def2-TZVPD).

CARTESIAN COORDINATES (ANGSTROEM)
1 C 0.92565 0.59486 -1.55907
2 C -1.20167 1.58855 0.39717
3 N -0.27287 0.32374 -0.76623
4 H -1.01255 -0.12963 -1.29107
5 H 1.10874 -0.16360 -2.32432
6 H 0.82636 1.55870 -2.06448
7 H 1.79488 0.65565 -0.90265
8 H -2.26231 1.36427 0.33886
9 H -0.91359 2.48868 -0.13196
10 H -0.77463 1.61459 1.39436
11 C 0.86581 -0.86392 1.46550
12 C -0.20846 -1.11733 0.42373
13 N -0.10925 -2.28735 -0.21337
14 H -0.90855 -2.40341 -0.84287
15 H -1.20756 -0.77476 0.86449
16 H 1.85318 -0.96292 1.01130
17 H 0.76848 -1.59785 2.26621
18 H 0.72835 0.11175 1.93440

Force components x, y, z for each atom (eV/Å):
-0.2356 1.1493 0.1873
2.1044 -0.9016 -2.9780
-1.5765 1.0348 3.0017
-0.0213 0.5069 -0.2025
-0.3081 -0.1217 0.3318
0.1333 -0.0118 -0.1405
-0.0730 -0.1039 0.0258
0.2650 -0.2397 -0.1091
-0.3264 0.1837 -0.0238
0.1272 -0.7233 -0.1938
-0.0723 0.3857 -0.4000
-1.0599 -2.2051 1.1626
0.1694 1.5506 -0.2654
-0.0880 -0.2670 0.3996
0.6861 -0.2882 -0.6747
0.0144 0.0631 0.1682
-0.0347 -0.1217 -0.2016
0.2958 0.1099 -0.0877

The value obtained for the gap between HOMO and LUMO is 7.7 eV. Its spin multiplicity is 1. The calculation puts the relative energy (zero: lowest compared OMol25 entry of this formula, charge and spin) at 429.5 kJ/mol. For the HOMO energy, the calculation gives -7.25 eV.

=====

Entry from OMol25: C4H6N2O2 in the gas phase in a non-equilibrium geometry (ωB97M-V/def2-TZVPD).

CARTESIAN COORDINATES (ANGSTROEM)
1 N 1.57815 2.37569 0.26969
2 C 1.25167 1.24219 0.27474
3 C 0.94063 -0.01580 0.12746
4 O 1.88851 -0.96364 0.46709
5 C -0.37937 -0.48592 -0.39006
6 N -0.90700 -1.57930 0.44250
7 C -1.39159 0.73210 -0.39968
8 O -2.56404 0.59955 -0.06087
9 H 2.59300 2.47308 0.14461
10 H 1.39332 -1.80390 0.55791
11 H -0.26620 -0.83520 -1.42125
12 H -1.62546 -1.17546 1.05945
13 H -1.44790 -2.21171 -0.14862
14 H -1.06372 1.64833 -0.92297

Force components x, y, z for each atom (eV/Å):
2.1178 3.4748 2.0949
-1.1138 -2.9217 -0.4443
-0.1230 -0.9609 0.0260
-0.5847 -0.6767 0.3386
-1.1261 0.7907 0.0441
-0.3498 0.2421 -0.2867
-1.6399 -1.4771 -0.7562
2.3374 0.3253 -0.1863
-0.4690 0.8095 -1.4593
0.1948 0.4533 0.3502
-0.2210 -0.0740 -0.1256
0.5260 -0.1923 -0.0976
0.3029 0.1226 0.1116
0.1483 0.0844 0.3908

The value obtained for the gap between HOMO and LUMO is 8.1 eV. Its spin multiplicity is 1. The calculation puts the relative energy (zero: lowest compared OMol25 entry of this formula, charge and spin) at 387.4 kJ/mol. For the HOMO energy, the calculation gives -7.78 eV. As for the SMILES: N=C=C(O)[C@@H](N)C=O.